(1)
Density functional theory data (ωB97M-V with the def2-TZVPD basis set) for 2 unconnected molecules or ions with the total composition C4H7BrF2N2O.

Summary:
SMILES: [H]/N=C1\O[C@@]1(C)N.FC(F)Br
Orbital gap in eV: 10.91
Relative energy (zero: lowest compared OMol25 entry of this formula, charge and spin) in eV: 1.449
HOMO energy in eV: -10.2

Geometry as XYZ:
```
17
Properties=species:S:1:pos:R:3:mulliken_charge:R:1
H -0.03134 1.27822 -3.09165 0.25
H -2.02051 -0.02363 -1.34989 -0.04
H 1.55816 -1.14186 0.13607 0.48
Br -3.64134 0.45654 0.67796 -0.17
H 0.28263 1.39775 2.00527 0.31
N -0.49694 1.23640 1.23195 -0.36
F -2.08826 -1.58894 -0.23512 -0.20
C 0.88074 -0.75124 0.77184 -1.61
C 0.17834 0.89251 -1.16206 0.29
F -3.79771 -1.00786 -1.41142 -0.22
H 1.40223 -0.52994 1.63762 0.42
O 1.26882 1.33258 -0.59216 -0.50
N -0.44537 0.85137 -2.24053 -0.65
H -0.90502 2.05169 0.87660 0.26
H 0.22894 -1.48087 1.02524 0.37
C -2.78560 -0.57030 -0.70364 0.65
C 0.24990 0.54973 0.29101 0.71
```

(2)
Density functional theory data (ωB97M-V with the def2-TZVPD basis set) for a molecular structure, C49H40GeIrN6O5Se2.

Summary:
<S²>: 0.757
Orbital gap (spin up / spin down) in eV: 6.34 / 6.38
2S+1: 2
HOMO energy (spin up / spin down) in eV: -7.0 / -7.1

Geometry as XYZ:
```
104
Properties=species:S:1:pos:R:3:mulliken_charge:R:1
H 8.05288 -1.26362 5.39730 0.36
C 1.11819 -0.12285 2.69186 0.03
C -1.92013 -0.52477 -4.83100 0.38
C 0.26842 -5.08520 -0.19610 -0.62
C 2.30803 -2.15654 -6.39937 -0.70
C 2.21395 -4.70619 2.97365 0.12
C -4.31967 -1.64164 -5.76437 -0.49
N 0.13268 -2.32820 -0.13635 -0.21
H 4.52369 -0.15226 2.41659 0.54
C 3.86326 -3.02994 4.85323 -0.44
H -1.25842 2.58627 -5.54437 0.21
C 6.06370 -2.03274 5.08379 0.86
C 3.07469 -2.89146 -5.50270 -0.48
H 3.48862 -3.30247 -3.44032 0.44
C 2.37995 0.82597 0.65004 -0.81
H 4.72000 -2.42714 6.70996 0.38
H -1.37678 -2.54919 -4.36090 0.29
H 3.15218 3.71310 -3.63055 0.50
C -0.17769 -0.13068 4.69795 -0.97
C 0.36452 1.89120 -4.31540 0.52
H -0.22324 4.75658 -6.04884 0.43
H 1.98339 5.33167 -5.09400 0.39
H -5.24720 -2.07101 -6.12121 0.38
H -2.32217 -0.16598 4.35332 0.59
C -1.32975 -0.15324 3.92580 -0.80
H 2.52896 -1.12676 1.44028 0.05
C 0.64865 -3.00137 0.89666 -1.06
Ir -0.09641 -0.07261 -0.23084 4.02
C 2.88647 -2.73203 -4.13777 -0.86
C -0.06087 3.06542 -1.07289 0.23
C -3.33262 -2.45900 -5.22931 -0.81
H -4.88367 0.37110 -6.23731 0.39
C -0.27359 -4.38124 -1.24875 -1.29
C 2.78225 2.64390 3.12458 -0.59
N -0.00557 -0.12876 1.96196 -0.02
C 3.58460 1.59044 3.23769 -1.13
C -2.14643 -1.90274 -4.77300 -0.15
H -2.40012 5.10525 -2.38503 0.46
H 4.22661 1.51508 4.10911 0.45
O -3.50258 -0.31113 2.04506 -0.74
H 2.45882 -2.27482 -7.46524 0.40
H 6.80854 -0.48593 6.37928 0.29
C 2.35194 -0.13522 1.85516 0.62
C -2.37497 -0.28884 1.60126 0.16
C -0.59523 4.17897 -1.71097 -0.97
C -1.19662 -0.16749 2.55137 0.14
C -0.30309 -3.00002 -1.20101 -0.40
C -0.29237 2.82216 -5.11981 -0.50
H 2.77772 3.38797 3.90849 0.43
C 4.86789 -2.48933 5.63782 -0.86
N 1.68601 2.13707 0.90868 0.43
O -2.05172 -0.38120 0.34347 -1.09
H -0.24218 -0.12063 5.77821 0.49
H 0.74522 -0.70765 -6.62954 0.39
C 2.18512 3.46452 -4.05193 -0.50
C -4.11270 -0.27307 -5.83240 -0.81
H 1.78442 -1.70413 -2.59877 0.50
H -0.69259 -2.40115 -2.01326 0.56
H -3.49440 -3.52759 -5.15583 0.40
C 0.28871 4.05258 -5.40402 -0.70
H 0.06134 4.98915 -1.99610 0.46
H 0.29898 -6.16821 -0.20664 0.46
C 1.92496 -1.84466 -3.66639 -0.16
H 7.14602 -1.79878 3.25234 0.34
H 2.94970 -3.39108 5.30155 0.50
H 1.98345 -0.16254 4.64591 0.65
C -2.14531 2.10369 -0.87542 -0.37
O 1.96163 0.37364 -0.52942 -0.46
H 0.96521 -6.02439 2.13015 0.31
C -2.74701 3.18640 -1.47556 -1.11
H -2.71514 1.25528 -0.52944 0.48
H 0.92478 -2.43265 1.77033 1.34
C 0.78034 -4.38892 0.89558 -0.17
C -1.95495 4.23668 -1.91669 -0.28
C -0.77136 -0.29655 -2.09184 -0.93
H 3.17341 -3.50770 1.64531 0.38
H 7.36715 -2.10222 6.79312 0.37
C 1.52758 4.37542 -4.86868 -0.66
C 3.70193 0.51965 2.20446 0.18
C 7.13640 -1.43877 5.95882 -1.47
C 5.22850 -2.68557 2.90945 -0.63
H 3.81645 -3.58901 -5.87128 0.38
H -3.82150 3.20870 -1.58547 0.51
C -2.92618 0.28039 -5.36308 -0.18
H 2.14430 1.50401 -3.17785 0.54
C 4.04687 -3.13700 3.47713 0.50
C 6.22415 -2.13978 3.70908 -0.60
O 2.23568 -5.29961 4.02726 -0.66
Se 1.77328 3.08690 -0.69454 0.25
C 1.06435 -0.13928 4.07641 -0.28
N -0.81504 2.03050 -0.67676 0.29
H 5.38611 -2.77556 1.83953 0.36
C 1.34557 -1.27591 -5.92620 -0.36
O 3.79666 1.01202 0.84390 -0.74
H -2.79829 1.35358 -5.40863 0.23
H -1.83372 -0.56191 -2.05634 1.37
C 1.13870 -1.11370 -4.55613 0.04
C 1.61338 2.22567 -3.78958 -0.93
Se 1.15935 4.60185 1.93333 -0.15
H -0.68143 -4.89755 -2.10622 0.57
N 1.34551 -5.10720 1.95951 -0.02
C 1.90782 2.96869 1.99677 -0.18
Ge -0.27928 0.08310 -3.92561 1.07
N 3.04694 -3.67159 2.63213 -0.07
```

(3)
Density functional theory data (ωB97M-V with the def2-TZVPD basis set) for a molecular structure, C13H38ClSi4TeTmV.

Summary:
<S²>: 6.065
Orbital gap (spin up / spin down) in eV: 6.54 / 6.62
2S+1: 5
HOMO energy (spin up / spin down) in eV: -4.0 / -4.1
Charge: -1

Geometry as XYZ:
```
59
Properties=species:S:1:pos:R:3:mulliken_charge:R:1
H -1.08840 4.10569 0.97603 0.36
C 2.31101 0.78181 -6.32731 -1.36
C -0.63595 2.23396 3.64447 -0.92
H 4.52325 -0.80011 2.71229 0.35
C -2.45341 -0.28949 -2.08626 -1.02
H -0.76333 -3.37575 0.92019 0.27
C 1.75076 -0.70376 4.40351 -1.00
H -2.00012 2.62389 0.65653 0.24
C -0.02349 -1.39331 -4.33866 -1.02
H -0.86021 -2.30753 3.83495 0.23
C -3.06492 -0.04476 1.34001 -0.92
H -2.55160 -0.92796 -1.18275 0.09
C 1.81292 3.05473 1.97427 -1.09
H -1.61920 1.74724 3.68374 0.22
H 3.83026 0.79317 2.34967 0.24
C 2.03241 -2.84563 2.19529 -1.05
H -2.51744 -3.23336 0.79135 0.40
H 1.08967 -3.32436 2.49269 0.24
H 2.97316 -0.01845 -5.96295 0.26
H -1.73384 -1.04387 -7.57260 0.25
C -1.57414 -2.69685 0.63923 -1.07
H 2.48896 2.62631 2.72283 0.23
Si 0.41340 -0.01346 1.23872 0.13
H 1.79953 0.35781 4.67056 0.24
H 2.58580 1.73453 -5.84812 0.30
H -3.09327 0.32857 0.30613 0.02
H -3.97479 -0.63690 1.49690 0.40
Te 1.30645 0.00531 -1.10627 -0.09
Si 2.08407 -1.00038 2.58169 0.28
H 2.53989 -1.22041 4.96685 0.39
H -2.62487 -2.13581 3.69666 0.39
C -1.35202 -0.01167 -7.59121 -1.35
H 0.00301 1.76974 4.40682 0.22
H -3.06516 0.62425 -2.00457 0.31
H -3.11565 0.81887 2.01125 0.30
H -0.79955 0.17410 -8.52514 0.30
Tm 0.13573 0.24283 -5.87379 0.75
H -0.82850 -2.17119 -4.42426 0.17
H 2.84968 -3.32931 2.75068 0.38
H 2.18882 -3.03956 1.12527 0.30
C 3.75397 -0.27735 2.12666 -0.99
H -2.18974 0.69731 -7.50767 0.29
H 2.31791 3.01505 1.00252 0.30
H -1.47387 -2.49407 -0.42951 0.25
Si -1.58964 -1.15818 1.69300 0.49
H -0.60279 3.02105 -0.34239 0.02
C -0.99225 3.05139 0.68175 -0.73
H 3.98554 -0.41461 1.06404 0.28
H 0.93124 -1.97635 -4.23549 0.17
Si 0.13742 2.21930 1.92231 0.21
H 1.65858 4.11228 2.22779 0.37
H -0.77681 3.28876 3.92493 0.39
H 0.78854 -1.09493 4.74889 0.28
C -1.66438 -1.62123 3.53101 -1.07
V -0.53035 0.30190 -2.77134 1.10
H -2.77371 -0.85472 -2.99344 0.34
H -1.63653 -0.74352 4.19394 0.29
Cl -0.72395 2.59070 -3.16027 -0.64
H 2.40190 0.87833 -7.42142 0.30
```

(4)
Density functional theory data (ωB97M-V with the def2-TZVPD basis set) for a molecular structure, C3H2N2.

Summary:
Orbital gap in eV: 9.08
Relative energy (zero: lowest compared OMol25 entry of this formula, charge and spin) in eV: 5.731
HOMO energy in eV: -10.7

Geometry as XYZ:
```
7
Properties=species:S:1:pos:R:3:mulliken_charge:R:1
C -0.05334 0.43189 -0.52150 -0.05
N 0.93133 -0.57787 -0.87077 -0.22
C -0.91025 -0.21825 1.88265 -0.30
H 0.36976 1.42478 -0.40629 0.24
H -0.95413 0.42815 -1.13103 0.25
C -0.19053 -0.32971 0.81763 0.23
N 0.80717 -1.15898 0.22933 -0.14
```

(5)
Density functional theory data (ωB97M-V with the def2-TZVPD basis set) for a molecular structure, C9H17N4.

Summary:
Orbital gap (spin up / spin down) in eV: 7.08 / 7.08
Relative energy (zero: lowest compared OMol25 entry of this formula, charge and spin) in eV: 6.112
HOMO energy (spin up / spin down) in eV: -12.3 / -12.3
Charge: +1

Geometry as XYZ:
```
30
Properties=species:S:1:pos:R:3:mulliken_charge:R:1
H 3.34413 0.09639 -1.91573 0.50
N -2.20869 -1.79642 0.88538 -0.87
C 2.30598 0.24113 0.74378 -1.08
H -0.41138 1.68366 -0.62585 0.44
H 1.48171 1.19517 -0.92268 0.47
H 2.90294 -1.46336 -1.44371 0.39
H 2.57160 -0.72265 0.99496 0.39
H -2.72922 1.39045 -1.64499 0.31
H -0.63808 1.48350 2.09384 0.38
H -1.90757 -3.85399 1.04070 0.42
H -0.71855 2.98868 1.45995 0.44
H 1.42685 0.49395 1.36850 0.23
C -1.25847 1.55116 -0.05782 0.21
C 1.63231 0.15892 -0.66198 0.05
H 1.56351 -2.09810 -0.23832 0.17
C -0.18838 -2.88603 0.37713 -0.14
H 0.32634 -3.87355 0.27914 0.28
C -1.22283 2.07701 1.36119 -1.40
C 0.41907 -0.65918 -0.55586 0.35
C -1.45044 -2.92535 0.85223 -0.21
H -3.29389 2.07200 0.02562 0.37
N 0.57351 -1.88456 -0.14961 0.02
H -2.22371 2.20831 1.67914 0.38
H 2.00317 -0.56599 -2.74293 0.35
C -2.51577 2.09069 -0.69196 -1.30
H -2.24340 3.02355 -1.03187 0.44
C 2.50692 -0.48461 -1.75753 -1.54
H 3.20655 0.98384 0.67890 0.36
N -1.98686 -0.60360 0.69673 0.06
N -1.26734 0.07897 -0.09635 0.55
```